Below is one molecule with the formula C26H27ClN4O3, with properties calculated with ωB97M-V/def2-TZVPD.

Calculated values
SMILES string: COc1cccc(N(C(=O)c2cnccn2)[C@H](C(=O)NC2CCCCC2)c2ccc(Cl)cc2)c1
Highest occupied orbital energy: -8.60 eV

Last column: Löwdin charge in e.
Positions of all 61 atoms, in Å:
C (4.684, -3.417, -1.098)  -0.08
O (4.032, -4.277, -0.192)  -0.08
C (2.877, -3.858, 0.385)  -0.26
C (2.281, -4.744, 1.285)  -0.01
C (1.103, -4.406, 1.917)  -0.07
C (0.505, -3.177, 1.690)  -0.02
C (1.104, -2.289, 0.809)  -0.22
N (0.519, -1.027, 0.566)  0.05
C (1.216, 0.130, 0.627)  -0.39
O (0.753, 1.209, 0.301)  0.11
C (2.602, 0.018, 1.182)  -0.19
C (3.682, 0.624, 0.541)  -0.06
N (4.910, 0.524, 1.019)  0.09
C (5.069, -0.142, 2.153)  -0.12
C (3.987, -0.702, 2.822)  -0.10
N (2.761, -0.629, 2.334)  0.15
C (-0.869, -0.979, 0.133)  -0.12
C (-0.915, -0.063, -1.129)  -0.45
O (-0.246, -0.363, -2.093)  0.08
N (-1.785, 0.955, -1.082)  0.12
C (-1.836, 1.972, -2.116)  -0.31
C (-1.186, 3.266, -1.627)  -0.14
C (-1.227, 4.322, -2.725)  -0.20
C (-2.668, 4.584, -3.156)  -0.21
C (-3.328, 3.292, -3.630)  -0.20
C (-3.283, 2.231, -2.534)  -0.15
C (-1.831, -0.603, 1.228)  -0.19
C (-3.194, -0.812, 1.018)  -0.03
C (-4.121, -0.477, 1.985)  -0.10
C (-3.685, 0.070, 3.183)  -0.68
Cl (-4.839, 0.489, 4.400)  0.67
C (-2.336, 0.277, 3.413)  -0.09
C (-1.415, -0.059, 2.437)  -0.01
C (2.270, -2.635, 0.134)  0.05
H (5.580, -3.948, -1.414)  0.09
H (4.060, -3.206, -1.972)  0.10
H (4.973, -2.474, -0.621)  0.09
H (2.762, -5.693, 1.464)  0.12
H (0.648, -5.101, 2.605)  0.11
H (-0.405, -2.902, 2.200)  0.11
H (3.552, 1.179, -0.377)  0.13
H (6.080, -0.220, 2.526)  0.10
H (4.094, -1.222, 3.763)  0.11
H (-1.120, -1.981, -0.236)  0.17
H (-2.168, 1.215, -0.186)  0.14
H (-1.271, 1.572, -2.963)  0.15
H (-1.728, 3.628, -0.749)  0.12
H (-0.160, 3.056, -1.322)  0.11
H (-0.649, 3.974, -3.584)  0.12
H (-0.772, 5.247, -2.366)  0.11
H (-3.230, 4.989, -2.311)  0.11
H (-2.688, 5.325, -3.957)  0.11
H (-2.801, 2.920, -4.512)  0.12
H (-4.364, 3.486, -3.915)  0.11
H (-3.736, 1.303, -2.890)  0.12
H (-3.852, 2.574, -1.666)  0.12
H (-3.527, -1.241, 0.084)  0.13
H (-5.174, -0.642, 1.817)  0.11
H (-2.006, 0.697, 4.351)  0.11
H (-0.365, 0.099, 2.629)  0.12
H (2.676, -1.939, -0.583)  0.12

=====

Below is one molecule with the formula C26H27N3O4, with properties calculated with ωB97M-V/def2-TZVPD.

Calculated values
SMILES string: O=C(N[C@H]1CCCc2ccccc21)c1ccc(CNc2c(N3CCOCC3)c(=O)c2=O)cc1
Highest occupied orbital energy: -7.91 eV

Last column: Löwdin charge in e.
Positions of all 60 atoms, in Å:
O (-0.681, 0.220, 3.831)  0.07
C (0.141, 0.648, 3.043)  -0.45
N (0.708, 1.868, 3.153)  0.12
C (0.331, 2.826, 4.181)  -0.25
C (1.530, 3.179, 5.062)  -0.13
C (2.444, 4.176, 4.360)  -0.19
C (1.691, 5.483, 4.143)  -0.15
C (0.369, 5.266, 3.462)  -0.17
C (-0.240, 6.321, 2.791)  -0.04
C (-1.464, 6.162, 2.169)  -0.08
C (-2.102, 4.933, 2.210)  -0.08
C (-1.509, 3.880, 2.877)  -0.02
C (-0.280, 4.035, 3.510)  -0.12
C (0.618, -0.159, 1.879)  -0.13
C (0.902, 0.406, 0.641)  -0.02
C (1.307, -0.394, -0.413)  -0.03
C (1.436, -1.766, -0.249)  -0.24
C (1.890, -2.660, -1.384)  -0.13
N (1.891, -2.011, -2.673)  0.06
C (0.981, -2.169, -3.658)  -0.10
C (-0.352, -2.562, -3.833)  -0.06
N (-1.441, -2.794, -3.092)  -0.05
C (-1.550, -2.649, -1.660)  -0.09
C (-1.778, -4.034, -1.038)  -0.19
O (-2.918, -4.647, -1.590)  -0.13
C (-2.806, -4.788, -2.990)  -0.17
C (-2.607, -3.429, -3.673)  -0.10
C (-0.206, -2.535, -5.305)  -0.27
O (-0.885, -2.928, -6.226)  0.09
C (1.182, -1.975, -5.099)  -0.30
O (2.074, -1.501, -5.765)  0.09
C (1.141, -2.332, 0.988)  -0.03
C (0.728, -1.537, 2.038)  0.00
H (1.391, 2.165, 2.475)  0.14
H (-0.430, 2.311, 4.778)  0.15
H (2.070, 2.263, 5.310)  0.12
H (1.166, 3.619, 5.992)  0.12
H (3.336, 4.357, 4.963)  0.11
H (2.770, 3.773, 3.398)  0.11
H (2.296, 6.178, 3.555)  0.12
H (1.507, 5.955, 5.114)  0.13
H (0.260, 7.279, 2.757)  0.11
H (-1.918, 6.994, 1.652)  0.10
H (-3.058, 4.800, 1.726)  0.10
H (-1.998, 2.917, 2.918)  0.12
H (0.780, 1.468, 0.481)  0.12
H (1.513, 0.050, -1.376)  0.11
H (2.908, -3.003, -1.164)  0.14
H (1.252, -3.549, -1.423)  0.12
H (2.780, -1.667, -3.007)  0.15
H (-0.666, -2.167, -1.250)  0.10
H (-2.425, -2.024, -1.444)  0.14
H (-1.960, -3.950, 0.035)  0.13
H (-0.893, -4.667, -1.209)  0.12
H (-3.734, -5.256, -3.322)  0.13
H (-1.959, -5.448, -3.235)  0.13
H (-2.467, -3.552, -4.746)  0.12
H (-3.483, -2.799, -3.486)  0.14
H (1.229, -3.400, 1.120)  0.12
H (0.481, -1.968, 2.996)  0.12

=====

Below is one molecule with the formula C26H27N3O5 in a non-equilibrium geometry, with properties calculated with ωB97M-V/def2-TZVPD.

Calculated values
SMILES string: CCOC(=O)C1=C(C)NC(C)=C(C(=O)OCC)C1c1cn(-c2ccccc2)nc1-c1ccco1
Highest occupied orbital energy: -7.84 eV

Last column: Löwdin charge in e.
Positions of all 61 atoms, in Å:
C (-3.099, -3.146, 1.752)  -0.07
C (-1.655, -3.572, 1.986)  -0.21
O (-0.738, -2.757, 1.266)  -0.02
C (-0.522, -3.083, -0.028)  -0.44
O (-1.088, -4.022, -0.551)  0.08
C (0.455, -2.197, -0.658)  -0.03
C (1.018, -2.462, -1.860)  -0.21
C (0.682, -3.589, -2.780)  0.00
N (2.042, -1.663, -2.308)  0.12
C (2.759, -0.827, -1.480)  -0.21
C (4.084, -0.422, -2.033)  0.00
C (2.237, -0.483, -0.282)  -0.04
C (2.925, 0.383, 0.678)  -0.44
O (4.033, 0.862, 0.554)  0.09
O (2.158, 0.625, 1.759)  -0.01
C (2.695, 1.505, 2.739)  -0.22
C (3.644, 0.785, 3.687)  -0.06
C (0.834, -0.919, 0.071)  -0.14
C (-0.188, 0.151, -0.222)  -0.06
C (-1.551, -0.022, -0.157)  0.04
N (-2.135, 1.183, -0.368)  -0.08
C (-3.493, 1.506, -0.372)  -0.18
C (-3.860, 2.848, -0.447)  -0.02
C (-5.195, 3.200, -0.444)  -0.08
C (-6.176, 2.225, -0.364)  -0.10
C (-5.812, 0.891, -0.295)  -0.09
C (-4.478, 0.525, -0.301)  -0.02
N (-1.217, 2.128, -0.566)  0.16
C (-0.033, 1.537, -0.495)  -0.14
C (1.156, 2.355, -0.659)  -0.22
C (1.497, 3.516, -0.020)  -0.01
C (2.732, 3.923, -0.574)  -0.05
C (3.043, 2.993, -1.515)  -0.12
O (2.095, 2.044, -1.580)  0.04
H (-3.762, -3.758, 2.358)  0.08
H (-3.358, -3.285, 0.704)  0.07
H (-3.234, -2.102, 2.025)  0.07
H (-1.521, -4.616, 1.682)  0.12
H (-1.378, -3.451, 3.036)  0.13
H (0.275, -3.190, -3.709)  0.10
H (1.577, -4.164, -3.017)  0.09
H (-0.057, -4.240, -2.327)  0.07
H (2.460, -1.901, -3.196)  0.15
H (4.600, 0.226, -1.334)  0.07
H (3.938, 0.106, -2.975)  0.09
H (4.696, -1.304, -2.224)  0.09
H (3.218, 2.324, 2.231)  0.12
H (1.825, 1.895, 3.272)  0.13
H (4.508, 0.422, 3.137)  0.07
H (3.981, 1.472, 4.459)  0.08
H (3.141, -0.058, 4.155)  0.08
H (0.789, -1.107, 1.150)  0.15
H (-2.115, -0.909, 0.034)  0.11
H (-3.079, 3.588, -0.508)  0.10
H (-5.472, 4.242, -0.501)  0.10
H (-7.219, 2.502, -0.359)  0.10
H (-6.571, 0.125, -0.238)  0.10
H (-4.215, -0.520, -0.256)  0.10
H (0.937, 3.999, 0.753)  0.12
H (3.307, 4.786, -0.306)  0.10
H (3.880, 2.896, -2.177)  0.12

=====

highest occupied orbital energy of number 2 (C26H27N3O4)?
-7.91 eV

=====

The highest highest occupied orbital energy belongs to which entry?
C26H27N3O5

=====

Which of these has the lowest highest occupied orbital energy?
C26H27ClN4O3

=====

Which formula does entry 1 have?
C26H27ClN4O3